No. 1
DFT (wB97M-V/def2-TZVPD) results for one molecule with the formula C5H7N5O in a non-equilibrium geometry.

The geometry in ORCA input format:
```
! RIJCOSX wB97M-V def2-TZVPD def2/J DEFGRID3
* xyz 0 1
C -3.40 -0.44 -0.05
C -0.93 0.16 -0.05
C -0.03 2.23 0.03
C 1.52 0.50 -0.02
C 0.36 -0.41 -0.05
H -3.79 -0.59 1.01
H -3.54 0.57 -0.50
H -3.94 -1.18 -0.65
H -1.58 -1.68 0.01
H -0.25 3.29 -0.06
H 3.55 0.70 -0.29
H 2.83 -0.87 -0.43
N -1.98 -0.72 -0.13
N -1.15 1.47 0.28
N 1.26 1.84 -0.06
N 2.82 0.03 -0.02
N 0.42 -1.77 -0.03
O 1.50 -2.30 0.19
*
```

Results
Relative energy (zero: lowest compared OMol25 entry of this formula, charge and spin): 125.0 kJ/mol
HOMO-LUMO gap: 8.3 eV

No. 2
DFT (wB97M-V/def2-TZVPD) results for one molecule with the formula C5H7NO.

The geometry in ORCA input format:
```
! RIJCOSX wB97M-V def2-TZVPD def2/J DEFGRID3
* xyz 0 1
N 1.81 -2.54 0.22
C 0.76 -1.93 0.45
O 0.93 1.23 0.04
C 0.05 2.08 -0.69
C -0.47 1.03 0.19
C -0.95 -0.32 -0.31
C -0.42 -1.39 0.62
H 2.65 -2.08 0.57
H 0.03 1.93 -1.77
H 0.04 3.11 -0.35
H -0.85 1.33 1.17
H -0.58 -0.47 -1.33
H -2.04 -0.35 -0.35
H -0.96 -1.62 1.53
*
```

Results
Relative energy (zero: lowest compared OMol25 entry of this formula, charge and spin): 264.3 kJ/mol
HOMO-LUMO gap: 9.8 eV

no.,energy (Eh),HOMO level (eV)
1,-543.68570,-8.92
2,-324.62379,-8.78